257
Properties=species:S:1:pos:R:3:forces:R:3 method="wB97M-V/def2-TZVPD" relative_energy_kj_mol=136.4 e_homo_ev=-8.282 homo_lumo_gap_ev=8.7 lumo_ev=0.450 smiles=CC1(C)CCCC(C)(C)N1O.CC1(C)CCCC(C)(C)N1O.CC1(C)CCCC(C)(C)N1O.CC1(C)CCCC(C)(C)N1O.CC1(C)CCCC(C)(C)N1O.CC1(C)CCCC(C)(C)N1O.CC1(C)CCCC(C)(C)N1O.CC1(C)CCCC(C)(C)N1O.COC[C@H](C)N
C -7.8802 -25.4905 11.7446 0.6 -0.1 0.7
C -6.9213 -25.3672 10.5467 -1.0 1.4 1.9
C -6.0187 -26.5598 10.5575 0.5 -0.7 0.6
C -7.8005 -25.2347 9.3405 -0.4 0.4 -1.2
C -6.9958 -24.7900 8.1456 1.0 -0.7 -1.0
C -6.3243 -23.4342 8.4102 -0.7 -0.2 0.4
C -5.3970 -23.4956 9.6607 -0.4 -1.0 -1.6
C -4.1188 -24.2994 9.3771 0.6 0.8 0.5
C -5.0204 -22.1272 10.0902 0.9 1.2 0.0
N -6.2069 -24.0687 10.7126 -0.6 0.5 1.0
O -5.5288 -23.9059 11.9762 0.4 -1.8 -0.7
H -7.2657 -25.6893 12.6481 -0.6 0.4 -0.3
H -8.5315 -24.6213 11.8641 0.4 0.1 0.1
H -8.5536 -26.3337 11.6210 0.1 -0.3 -0.2
H -5.0546 -26.3029 11.0152 -0.2 -0.2 -0.1
H -6.4531 -27.3637 11.1805 0.2 0.2 -0.6
H -5.8206 -26.8877 9.5543 0.2 -0.5 -0.4
H -8.3709 -26.1701 9.1809 0.4 0.3 0.0
H -8.5350 -24.4184 9.4173 0.0 -0.3 0.8
H -6.2384 -25.5832 7.8941 -0.5 0.8 0.0
H -7.6385 -24.6626 7.2735 0.0 -0.2 -0.1
H -7.1690 -22.6935 8.5162 0.9 -0.5 0.3
H -5.7629 -23.1143 7.5380 0.3 0.0 -0.1
H -3.4697 -23.7801 8.6643 -0.3 -0.2 -0.3
H -4.2218 -25.3494 9.1647 -0.2 -0.2 -0.5
H -3.5372 -24.2286 10.2933 0.2 -0.2 0.3
H -4.5367 -21.5325 9.2877 -0.4 -0.5 0.3
H -4.3027 -22.1712 10.9326 -0.5 0.2 -0.3
H -5.9527 -21.6529 10.3838 0.1 0.4 0.2
H -4.8031 -24.6015 12.0048 -1.1 1.0 0.1
C -11.4906 -26.3854 15.5483 -0.6 0.5 -0.7
C -10.0436 -26.3737 16.0987 0.1 0.3 1.6
C -9.1167 -25.7549 15.0791 0.3 -0.1 -1.0
C -9.8624 -25.4210 17.3774 -2.0 -0.6 -1.5
C -10.4614 -26.0698 18.6048 -0.2 -0.3 -0.2
C -9.6772 -27.3610 18.8809 0.1 0.3 -1.6
C -9.9543 -28.4490 17.7783 -0.8 2.6 0.1
C -9.0789 -29.6517 17.9556 1.1 -0.8 -0.2
C -11.4071 -28.9771 17.8293 -0.4 0.7 0.4
N -9.5669 -27.7476 16.4758 0.5 0.3 0.9
O -9.7933 -28.5970 15.3705 0.2 -0.5 -0.3
H -11.9425 -27.3660 15.5131 0.0 -0.4 0.6
H -12.1745 -25.7011 16.0738 0.3 -0.3 0.1
H -11.5872 -26.1201 14.4717 0.6 0.3 0.6
H -9.1708 -26.3043 14.1363 -0.1 0.1 -0.1
H -9.3847 -24.7023 14.9034 -0.1 -0.3 -0.1
H -8.0584 -25.7301 15.3396 -0.3 -0.3 0.5
H -8.8095 -25.2757 17.4933 0.6 0.3 0.1
H -10.3578 -24.4565 17.0891 0.5 -0.6 0.4
H -10.4742 -25.4083 19.4816 0.2 -0.2 -0.2
H -11.5190 -26.3618 18.4215 0.5 0.3 0.0
H -10.0595 -27.7009 19.8007 0.1 -0.9 1.4
H -8.5832 -27.1383 18.9087 -0.7 -0.3 0.2
H -9.3790 -30.3409 18.7555 -0.3 0.4 -0.1
H -8.0319 -29.3971 18.1760 -0.2 0.1 -0.3
H -9.1236 -30.2367 17.0268 0.2 0.0 0.3
H -11.5666 -29.5016 18.7848 0.0 0.3 -0.2
H -11.4105 -29.7184 17.0717 -0.4 -0.9 -0.8
H -12.2874 -28.3042 17.6330 1.2 -0.3 0.3
H -8.9206 -28.9979 15.2268 -0.4 0.2 -0.1
C -7.9091 -16.0352 9.4112 0.2 -0.8 -1.0
C -6.4279 -16.0251 9.8122 0.3 1.2 -0.1
C -5.9303 -14.5288 9.7165 1.2 -0.6 -0.4
C -6.3444 -16.5460 11.2586 0.4 0.4 -1.0
C -4.9537 -16.9190 11.6653 1.5 0.6 -0.5
C -4.4689 -18.0795 10.7879 -1.1 1.0 -0.7
C -4.4087 -17.5965 9.2783 -0.5 -1.7 0.6
C -3.1776 -16.7199 8.9634 -0.1 0.3 -0.3
C -4.3614 -18.9387 8.4643 1.8 -0.2 1.3
N -5.7243 -17.0383 8.9577 -0.9 1.0 -0.7
O -5.7338 -16.5905 7.5414 -0.4 -0.5 1.1
H -8.1429 -17.0630 9.0682 -0.1 0.4 0.2
H -8.5848 -15.7862 10.2204 0.0 0.2 0.3
H -8.0969 -15.3535 8.5747 0.0 -0.1 0.1
H -4.8220 -14.4764 9.8355 -0.7 0.0 0.3
H -6.0895 -14.0995 8.7243 -0.2 -0.3 -0.1
H -6.4165 -13.8367 10.4188 0.1 -0.5 0.1
H -6.8021 -15.7935 11.9050 -0.2 -0.4 0.1
H -6.8650 -17.4770 11.1712 -1.0 -0.5 0.7
H -4.2458 -16.0826 11.4764 -0.4 -0.2 0.2
H -4.8682 -17.0951 12.7289 -0.1 -0.4 0.4
H -5.2056 -18.9163 10.8765 0.8 0.5 -0.2
H -3.4688 -18.3828 11.0479 0.3 -0.4 0.2
H -2.3769 -17.3331 8.5194 -0.3 0.2 0.1
H -2.7334 -16.1835 9.8192 -0.4 -0.3 -0.1
H -3.4874 -15.9566 8.2272 0.3 -0.4 0.2
H -5.2868 -19.5212 8.5673 0.2 0.4 0.0
H -3.4937 -19.5830 8.9299 -1.5 1.2 -1.2
H -4.1611 -18.7019 7.4242 0.1 -0.3 -0.2
H -6.5042 -17.0584 7.1517 0.7 0.3 0.5
C -0.7892 -18.7862 15.7994 0.9 -0.7 -1.5
C -2.1910 -18.6120 16.2631 -2.2 -0.5 -0.8
C -2.5257 -17.1459 16.2727 -0.8 1.6 2.0
C -3.3020 -19.2105 15.3100 2.5 0.3 -0.5
C -3.3460 -20.7218 15.2466 -1.2 0.7 -0.9
C -3.6956 -21.1810 16.6244 1.4 -1.8 -0.4
C -2.6931 -20.6485 17.6599 0.1 -0.8 1.1
C -3.4051 -20.8634 19.0083 1.8 -0.2 1.1
C -1.3599 -21.4240 17.6915 0.0 -0.6 1.5
N -2.5662 -19.1757 17.5394 -0.3 -0.4 0.1
O -1.7833 -18.6198 18.6047 -0.4 -0.1 -0.2
H -0.1110 -18.4852 16.5786 0.4 0.3 0.2
H -0.5221 -19.8205 15.5219 -0.2 0.3 0.2
H -0.6270 -18.1845 14.8677 0.0 -0.3 0.9
H -3.4887 -16.9530 16.8391 0.9 -0.3 -0.5
H -1.7649 -16.5544 16.7981 0.0 -0.1 0.0
H -2.6614 -16.6662 15.3199 0.1 -0.2 -0.8
H -4.1839 -18.7284 15.6392 -1.3 0.0 0.4
H -3.0494 -18.7258 14.3842 -0.1 -0.1 -1.0
H -4.1022 -21.0895 14.5221 0.1 0.4 0.3
H -2.4297 -21.1331 14.8484 0.6 -0.1 0.2
H -3.7318 -22.3259 16.5651 0.0 1.4 0.9
H -4.6483 -20.8040 16.9224 -1.0 0.1 0.0
H -2.6889 -20.8820 19.8733 -0.4 0.3 -0.8
H -3.9021 -21.8149 19.0583 -0.5 -0.4 -0.2
H -4.0700 -20.0388 19.1550 -0.6 0.3 0.2
H -1.4682 -22.4243 18.1904 -0.3 0.8 -0.3
H -0.6688 -20.8672 18.3464 0.0 -0.1 -0.5
H -0.8933 -21.6851 16.7627 0.2 0.4 -0.8
H -2.4203 -17.9793 18.9637 0.4 -0.2 0.1
C -6.8925 -23.6652 22.8528 -0.9 -1.4 0.7
C -5.7808 -23.4967 21.8109 -0.7 -2.2 0.4
C -4.6541 -22.7593 22.4164 1.4 0.2 -0.2
C -5.2740 -24.9460 21.3988 0.7 1.5 0.8
C -6.2853 -25.6258 20.5507 -1.1 -1.6 -1.0
C -6.6585 -24.7895 19.3280 0.7 0.0 1.5
C -7.2195 -23.4201 19.7484 0.2 -0.7 -1.8
C -7.2161 -22.6043 18.4387 -0.2 1.6 -0.4
C -8.6454 -23.4245 20.3212 -1.2 0.0 1.2
N -6.1684 -22.8386 20.5643 -0.1 1.1 0.4
O -6.6403 -21.5083 20.8924 -0.6 -0.6 0.3
H -6.5559 -23.9894 23.8586 0.5 0.0 -0.6
H -7.4780 -22.7976 23.0939 -0.1 0.8 -0.4
H -7.6169 -24.4598 22.5708 0.4 0.6 0.0
H -4.1493 -23.3426 23.1760 0.2 -0.5 0.0
H -3.9507 -22.5151 21.6079 0.1 0.2 0.4
H -4.9564 -21.8929 22.9594 -0.3 1.0 0.1
H -4.2649 -24.8255 20.9263 -0.9 -0.1 -0.2
H -5.0597 -25.5554 22.2853 -0.2 0.3 0.2
H -5.8470 -26.6064 20.2330 -0.6 0.5 0.1
H -7.2494 -25.8177 21.0652 0.7 -0.2 0.2
H -7.3310 -25.2852 18.6511 -0.1 -0.2 -0.2
H -5.6847 -24.6355 18.8854 0.0 0.4 -0.9
H -7.9732 -22.9118 17.6911 0.5 -0.4 0.4
H -6.2023 -22.5234 17.9588 -0.9 -0.4 0.5
H -7.5200 -21.5631 18.6757 0.2 -0.4 -0.1
H -8.8048 -22.5693 21.0082 0.3 -0.3 -0.4
H -9.0435 -24.3080 20.8890 1.1 0.4 -0.4
H -9.4296 -23.3020 19.5767 0.3 0.1 -0.6
H -5.8559 -20.9776 20.9041 0.8 0.4 -0.1
C -12.4316 -18.8356 19.0799 0.1 -1.1 1.3
C -12.7072 -19.0191 17.5992 -0.9 -0.6 -0.5
C -13.7706 -18.0540 17.1158 -0.7 -0.3 -0.8
C -11.4718 -18.7765 16.7476 1.0 -1.7 1.1
C -10.4424 -19.9057 16.9431 -0.2 0.9 0.5
C -11.1121 -21.1409 16.4123 -0.1 -0.7 0.7
C -12.3364 -21.5738 17.2291 -1.3 0.1 0.2
C -13.0340 -22.6623 16.4075 1.1 0.3 -0.4
C -12.0733 -22.1092 18.6687 0.5 1.4 -0.8
N -13.2730 -20.3842 17.2286 1.6 0.5 -0.6
O -14.4404 -20.6563 17.9665 -0.4 -0.2 0.0
H -12.0768 -17.8484 19.3591 0.0 0.2 -0.2
H -13.2758 -19.0859 19.7346 -0.5 0.4 -0.5
H -11.7323 -19.5735 19.4919 0.4 0.3 -0.5
H -13.8136 -18.1152 16.0113 -0.1 0.1 0.5
H -14.7322 -18.3613 17.5082 -0.3 0.0 0.1
H -13.6631 -17.0195 17.3852 0.5 0.5 0.3
H -11.6698 -18.8374 15.6981 -0.6 0.6 -0.7
H -11.0335 -17.8551 17.0515 0.2 1.0 -0.1
H -9.6138 -19.7220 16.2944 0.7 0.3 -0.3
H -10.0526 -19.8530 17.9867 -0.3 -0.7 -0.6
H -10.4321 -22.0042 16.2818 -0.2 0.4 0.1
H -11.4970 -20.8546 15.4164 0.2 -0.4 0.3
H -12.2650 -23.3846 16.0981 -0.3 -0.3 0.6
H -13.3134 -22.2427 15.4472 -0.7 0.2 -0.1
H -13.8499 -23.0975 16.9603 -0.3 -0.3 -0.1
H -11.1401 -21.6536 19.0128 -0.2 -0.2 0.4
H -11.9960 -23.1674 18.7209 0.3 -1.1 -0.3
H -12.9015 -21.8524 19.3182 -0.1 0.3 0.1
H -15.1358 -20.6253 17.2864 0.3 -0.1 0.4
C -5.5465 -24.8063 15.0622 -1.4 0.4 0.0
C -4.9314 -26.1543 15.3948 1.7 -0.6 -0.3
C -5.7729 -26.9631 16.3886 0.9 0.5 0.3
C -4.6647 -27.0993 14.1410 -2.0 1.0 0.5
C -3.5189 -26.7754 13.2941 1.7 1.6 -0.5
C -2.2614 -26.8289 14.1616 -1.6 -0.1 1.1
C -2.3231 -25.7545 15.3057 -1.4 0.4 -1.6
C -1.1869 -26.0236 16.2470 1.2 0.1 0.8
C -2.2062 -24.3148 14.6636 0.7 0.1 1.4
N -3.6118 -25.9475 16.0846 0.5 -1.1 -1.0
O -3.7853 -25.0219 17.1714 0.5 -0.2 -0.9
H -5.0093 -24.1328 14.3974 0.3 -0.4 -0.2
H -6.5692 -24.9106 14.6532 0.6 0.0 0.0
H -5.7011 -24.2275 15.9809 0.1 -0.2 0.0
H -6.0377 -26.3597 17.2622 -0.4 0.0 -0.4
H -6.6150 -27.4276 15.9021 -0.5 -0.1 0.1
H -5.0842 -27.6969 16.7979 -0.1 -0.5 -0.2
H -4.4877 -28.1320 14.3404 -0.1 -0.9 1.3
H -5.6025 -27.1473 13.5778 -0.1 0.4 -0.1
H -3.3829 -27.5021 12.5135 -0.2 -0.3 -0.6
H -3.5633 -25.7744 12.8134 -0.1 -0.4 0.2
H -1.4057 -26.6388 13.5321 0.6 -0.2 0.2
H -2.3076 -27.8551 14.6328 0.7 0.9 -0.4
H -1.1341 -25.1970 16.9689 0.1 -0.3 0.1
H -0.1744 -26.0701 15.7654 -1.0 0.1 0.1
H -1.3303 -26.9901 16.7776 0.0 0.6 -0.3
H -2.3609 -23.5909 15.4952 0.2 -0.3 -0.6
H -2.8571 -24.0038 13.8537 -0.5 -0.5 0.0
H -1.1977 -24.1618 14.2569 0.0 -0.1 0.3
H -3.4720 -25.5988 17.8654 0.0 0.2 0.7
C -6.4457 -20.3061 12.8226 -1.4 -0.7 0.3
C -7.5699 -20.1716 13.8982 -0.5 -0.8 -0.5
C -6.9538 -20.2444 15.2536 1.0 1.2 0.7
C -8.3309 -18.8338 13.8437 0.8 1.1 -1.6
C -9.3002 -18.7961 12.6439 0.1 -1.1 0.0
C -10.1986 -20.0349 12.7867 -0.3 0.7 0.2
C -9.4965 -21.3779 12.6647 0.0 0.5 1.5
C -10.5058 -22.4598 13.0063 0.2 -1.1 0.6
C -8.9039 -21.6641 11.3311 0.0 -0.8 -0.8
N -8.5437 -21.2979 13.8069 0.4 -1.1 0.2
O -7.8650 -22.5864 13.9906 -1.8 1.1 1.0
H -6.8651 -20.1581 11.8262 0.4 0.4 0.2
H -5.9826 -21.3059 12.8042 -0.2 0.2 0.2
H -5.6797 -19.6270 13.0874 0.9 0.9 -0.2
H -6.5100 -21.1913 15.4152 0.6 -1.0 0.2
H -7.6220 -20.0499 16.0976 -0.2 -0.1 -0.4
H -6.1527 -19.4750 15.2761 -0.3 -0.4 0.2
H -8.9364 -18.6690 14.7289 0.1 -0.1 0.3
H -7.5489 -17.9934 13.8122 -1.0 -1.1 0.0
H -8.7952 -18.9426 11.6799 0.2 0.6 0.2
H -9.9209 -17.8959 12.5838 0.3 0.0 0.1
H -11.0288 -19.9803 12.1125 -0.5 -0.1 -0.7
H -10.6499 -20.0227 13.7748 -0.1 0.1 0.3
H -11.3759 -22.4350 12.3534 -0.1 0.3 0.0
H -10.0976 -23.4868 12.9305 0.1 0.6 -0.1
H -10.7782 -22.3582 14.0630 -0.3 0.1 -0.3
H -8.3441 -20.8191 10.9498 0.0 -0.1 -0.4
H -8.2469 -22.5451 11.4562 -0.1 0.4 -0.5
H -9.7239 -21.9267 10.6248 0.6 0.2 0.3
H -7.1315 -22.6469 13.4042 1.1 0.0 -1.2
C -7.9830 -15.2463 15.5161 0.7 0.1 -0.2
O -8.1001 -16.2629 16.4987 -1.6 0.8 -0.3
C -6.9007 -16.7296 17.0069 1.3 0.2 -1.9
C -7.0898 -17.8054 18.0081 1.3 -1.4 -0.9
C -7.8914 -17.3577 19.1900 -0.6 1.8 -2.1
N -5.6745 -18.1483 18.4177 -1.0 -0.2 1.0
H -7.3128 -15.6073 14.7154 -0.4 0.1 -0.1
H -7.5056 -14.3289 15.8871 0.0 -0.2 0.4
H -8.9519 -14.9093 15.1020 0.3 -0.8 0.4
H -6.2969 -17.1520 16.1453 -0.3 0.2 0.6
H -6.2801 -15.9322 17.4129 0.0 0.4 0.3
H -7.5100 -18.6617 17.4543 -0.3 0.2 0.5
H -8.8157 -16.8298 18.8735 0.3 -0.7 -0.1
H -7.3185 -16.5451 19.5642 0.6 0.4 1.3
H -8.1536 -18.1198 19.8388 -0.2 -1.4 1.6
H -5.0563 -18.5427 17.7148 -0.3 0.2 -0.5
H -5.7615 -18.9117 19.0832 0.0 0.2 0.2